Arrangement i

{
  "formula": "C23H16AuBr2N4O2",
  "method": "the ωB97M-V functional and the def2-TZVPD basis",
  "symbols": ["Au", "C", "C", "N", "N", "C", "O", "C", "C", "C", "C", "C", "C", "C", "C", "C", "C", "C", "N", "H", "H", "H", "H", "H", "H", "H", "H", "H", "H", "H", "H", "Br", "C", "C", "C", "Br", "C", "C", "C", "C", "N", "C", "C", "O", "H", "H", "H", "H"],
  "coordinates": [[0.16, -0.34, -0.70], [1.14, 2.84, 2.19], [0.53, 2.13, 1.03], [0.86, 0.94, 0.70], [1.96, 0.34, 1.35], [2.50, -0.57, 0.60], [2.00, -0.95, -0.57], [3.74, -1.25, 1.01], [4.22, -2.32, 0.26], [5.39, -2.96, 0.64], [6.07, -2.53, 1.77], [5.59, -1.46, 2.52], [4.43, -0.82, 2.14], [-0.42, 2.85, 0.15], [-1.02, 4.03, 0.56], [-1.85, 4.69, -0.34], [-2.04, 4.15, -1.60], [-1.40, 2.96, -1.92], [-0.61, 2.32, -1.07], [1.93, 2.24, 2.64], [0.37, 3.03, 2.94], [1.54, 3.80, 1.87], [3.68, -2.65, -0.62], [5.76, -3.79, 0.06], [6.98, -3.03, 2.07], [6.13, -1.13, 3.39], [4.05, 0.02, 2.71], [-0.86, 4.43, 1.55], [-2.34, 5.61, -0.05], [-2.66, 4.65, -2.33], [-1.53, 2.51, -2.89], [-0.72, -4.64, -3.14], [-1.95, -3.49, -2.31], [-3.31, -3.84, -2.26], [-4.23, -3.02, -1.68], [-6.05, -3.52, -1.65], [-3.83, -1.79, -1.09], [-4.67, -0.85, -0.47], [-4.14, 0.30, 0.05], [-2.76, 0.53, -0.03], [-1.94, -0.33, -0.60], [-2.45, -1.48, -1.14], [-1.51, -2.31, -1.77], [-0.25, -1.90, -1.81], [-3.63, -4.78, -2.70], [-5.73, -1.04, -0.41], [-4.77, 1.04, 0.53], [-2.34, 1.42, 0.41]],
  "nbo_charge": [1.50, -0.69, 0.33, -0.31, -0.41, 0.57, -0.64, -0.09, -0.18, -0.21, -0.16, -0.21, -0.18, 0.10, -0.21, -0.15, -0.22, 0.06, -0.46, 0.28, 0.25, 0.25, 0.24, 0.23, 0.23, 0.23, 0.23, 0.24, 0.24, 0.24, 0.22, 0.14, -0.13, -0.21, -0.11, 0.11, -0.04, -0.08, -0.27, 0.10, -0.49, 0.10, 0.27, -0.67, 0.26, 0.25, 0.25, 0.22],
  "homo_energy_ev": -11.012,
  "charge": 1
}

***

Arrangement ii

{
  "formula": "C23H16AuBr2N4O2",
  "method": "the ωB97M-V functional and the def2-TZVPD basis",
  "symbols": ["Au", "C", "C", "N", "N", "C", "O", "C", "C", "C", "C", "C", "C", "C", "C", "C", "C", "C", "N", "H", "H", "H", "H", "H", "H", "H", "H", "H", "H", "H", "H", "Br", "C", "C", "C", "Br", "C", "C", "C", "C", "N", "C", "C", "O", "H", "H", "H", "H"],
  "coordinates": [[-0.55, 0.41, -0.08], [-1.04, 1.56, 3.93], [-0.91, 1.47, 2.46], [-0.87, 0.34, 1.83], [-0.93, -0.89, 2.39], [-0.78, -1.82, 1.46], [-0.64, -1.56, 0.18], [-0.77, -3.23, 1.86], [-0.55, -4.21, 0.90], [-0.55, -5.54, 1.27], [-0.77, -5.89, 2.60], [-0.99, -4.91, 3.56], [-0.99, -3.58, 3.19], [-0.78, 2.64, 1.57], [-0.75, 3.94, 2.03], [-0.57, 4.98, 1.12], [-0.42, 4.70, -0.22], [-0.46, 3.38, -0.63], [-0.65, 2.39, 0.24], [-1.08, 0.56, 4.36], [-1.94, 2.11, 4.21], [-0.17, 2.09, 4.35], [-0.37, -3.93, -0.13], [-0.37, -6.31, 0.53], [-0.77, -6.94, 2.89], [-1.15, -5.19, 4.59], [-1.15, -2.80, 3.93], [-0.85, 4.13, 3.09], [-0.54, 6.01, 1.47], [-0.26, 5.48, -0.95], [-0.34, 3.09, -1.67], [4.82, 0.70, -0.80], [3.41, 0.60, -2.03], [3.69, 0.57, -3.40], [2.69, 0.49, -4.34], [3.15, 0.47, -6.17], [1.35, 0.43, -3.93], [0.26, 0.34, -4.81], [-1.02, 0.27, -4.33], [-1.24, 0.30, -2.95], [-0.23, 0.40, -2.10], [1.08, 0.46, -2.53], [2.11, 0.55, -1.52], [1.82, 0.59, -0.27], [4.72, 0.61, -3.72], [0.44, 0.31, -5.87], [-1.87, 0.19, -5.00], [-2.23, 0.23, -2.53]],
  "nbo_charge": [1.50, -0.68, 0.27, -0.22, -0.39, 0.60, -0.66, -0.10, -0.17, -0.21, -0.15, -0.21, -0.17, 0.17, -0.20, -0.10, -0.22, 0.11, -0.46, 0.28, 0.25, 0.26, 0.24, 0.23, 0.23, 0.23, 0.23, 0.25, 0.25, 0.26, 0.24, 0.10, -0.20, -0.19, -0.13, 0.08, -0.11, -0.07, -0.28, 0.06, -0.50, 0.07, 0.40, -0.83, 0.25, 0.25, 0.25, 0.22],
  "homo_energy_ev": -9.855,
  "charge": 1
}

***

Most stable to least stable, the ends of the list are arrangement i and arrangement ii.